# 1
{
  "formula": "C7H17N",
  "method": "ωB97M-V/def2-TZVPD",
  "gap_ha": 0.3475,
  "e_above_lowest_kcal_mol": 57.9,
  "e_homo_ev": -8.32,
  "spin_multiplicity": 1,
  "symbols": ["H", "H", "H", "C", "C", "C", "H", "C", "H", "H", "H", "H", "C", "H", "H", "C", "H", "H", "H", "H", "C", "H", "H", "N", "H"],
  "coordinates": [[-1.358, -0.818, 0.787], [-0.937, -0.183, -1.924], [-1.685, -1.799, -1.292], [-1.075, 1.239, 1.546], [3.395, -0.650, -0.009], [1.332, 0.634, 0.552], [3.939, -0.015, -0.587], [-2.874, -0.083, -0.995], [1.542, -0.349, -1.342], [1.969, 1.581, 0.239], [-2.766, 0.726, -0.300], [1.304, -1.498, 0.122], [-1.525, -0.747, -1.208], [-0.767, 0.909, 2.507], [3.515, -0.496, 1.005], [1.858, -0.549, -0.291], [-3.406, 0.241, -1.879], [-0.843, 2.259, 1.345], [3.705, -1.773, -0.181], [-3.539, -0.925, -0.542], [-0.213, 0.728, 0.292], [-0.385, 1.445, -0.479], [-2.129, 1.056, 1.442], [-0.731, -0.604, 0.032], [1.568, 0.440, 1.534]],
  "lowdin_charge": [0.091, 0.107, 0.098, -0.039, -0.105, -0.180, 0.024, -0.095, 0.108, 0.151, 0.033, 0.130, -0.249, 0.063, 0.031, -0.265, 0.061, 0.063, 0.107, 0.109, -0.367, 0.120, 0.050, -0.110, 0.066]
}

# 2
{
  "formula": "C7H17N",
  "method": "ωB97M-V/def2-TZVPD",
  "gap_ha": 0.3358,
  "e_above_lowest_kcal_mol": 92.6,
  "e_homo_ev": -8.03,
  "spin_multiplicity": 1,
  "symbols": ["H", "H", "H", "H", "H", "C", "H", "H", "H", "H", "H", "C", "H", "C", "H", "C", "N", "H", "H", "C", "C", "H", "H", "H", "C"],
  "coordinates": [[2.737, -1.617, 1.311], [0.306, 0.152, 1.678], [1.498, 0.386, 0.432], [-2.510, 0.335, 0.672], [3.042, -0.542, -0.247], [0.451, -1.563, 0.317], [1.513, -1.754, -1.716], [0.442, 1.047, -1.338], [-1.543, 0.926, 1.969], [3.650, -2.148, -0.016], [-3.133, 2.116, -0.625], [1.566, -2.053, -0.570], [-2.229, 3.393, -0.768], [-2.131, 2.304, -1.036], [-0.493, -1.774, -0.118], [2.860, -1.546, 0.206], [-1.205, 1.735, 0.020], [-0.797, 0.113, -1.213], [0.971, -2.034, 1.370], [-2.058, 1.198, 1.092], [0.486, -0.030, 0.589], [-1.886, 1.948, -1.985], [1.601, -3.217, -0.734], [-2.872, 1.883, 1.237], [-0.264, 0.742, -0.526]],
  "lowdin_charge": [0.083, 0.114, 0.084, 0.077, 0.081, -0.243, 0.131, 0.126, 0.056, 0.017, 0.057, -0.282, 0.096, -0.066, 0.083, -0.120, -0.254, 0.087, 0.158, -0.103, -0.201, 0.056, 0.122, 0.073, -0.230]
}

# 3
{
  "formula": "C7H17N",
  "method": "ωB97M-V/def2-TZVPD",
  "gap_ha": [0.3372, 0.2717],
  "total_charge": 1,
  "e_above_lowest_kcal_mol": 98.1,
  "e_homo_ev": [-15.06, -15.20],
  "s2": 0.761,
  "spin_multiplicity": 2,
  "symbols": ["C", "H", "H", "N", "H", "H", "H", "C", "H", "C", "H", "H", "H", "H", "H", "C", "C", "H", "H", "C", "H", "C", "H", "H", "H"],
  "coordinates": [[1.967, 0.406, -0.100], [0.999, 0.695, -2.062], [1.083, 2.189, -1.024], [-0.457, 0.890, -0.587], [0.921, 1.191, 1.604], [-0.284, -0.062, 0.834], [2.972, 0.588, -0.556], [-2.716, -0.136, 0.964], [-2.009, 0.141, -1.834], [-1.239, -0.219, -1.145], [-1.863, 0.521, 1.237], [-3.409, 0.584, 0.479], [0.881, -1.403, 0.455], [-1.357, -1.742, 0.368], [-0.581, -0.943, -1.659], [1.677, -1.070, -0.226], [1.951, 1.087, 1.251], [-2.728, -1.697, -0.655], [2.474, -1.819, -0.032], [0.839, 1.117, -1.064], [2.481, 0.573, 2.074], [-2.059, -1.018, -0.096], [1.381, -1.287, -1.259], [-3.206, -0.714, 1.745], [2.280, 2.129, 1.287]],
  "mulliken_spin": [0.086, -0.001, 0.055, 0.562, 0.000, 0.175, -0.005, -0.008, 0.045, -0.013, 0.004, 0.003, -0.005, -0.012, 0.032, 0.023, -0.003, 0.003, -0.001, 0.021, 0.004, 0.029, 0.007, -0.002, 0.000]
}